[1]
Here is 2 unconnected molecules or ions with the total composition C19H17F6N7O5 in a non-equilibrium geometry from OMol25. Energies are from ωB97M-V/def2-TZVPD.

Each line ends with the Löwdin charge.
CARTESIAN COORDINATES (ANGSTROEM)
C 1.16870 -6.78079 2.84424  0.108
N 3.16554 -8.19109 3.45242  -0.156
H 5.59696 -3.34516 0.84911  0.108
C -2.15455 1.44345 3.08154  -0.505
O 3.49526 -8.82621 2.46886  0.096
H 2.63145 -3.28485 0.27774  0.151
F -2.94142 1.86590 2.03912  0.119
H 5.17756 -4.01222 -1.97058  0.105
H -0.26591 -4.83782 5.28602  0.134
C 0.22314 0.66590 2.73179  0.075
H 2.43330 -4.01178 2.61672  0.104
C 1.59438 0.93551 2.56444  -0.180
F 2.81891 4.92405 2.60747  0.114
C 1.52477 4.72422 2.21232  -0.509
C 3.47211 -3.87087 0.71673  -0.364
C 2.00441 2.27250 2.39629  0.054
N 1.43217 -5.99954 5.61054  0.152
C -0.27836 3.03311 2.65740  0.047
F -2.43165 0.12259 3.28083  0.125
N 3.33148 -7.47116 5.65485  0.155
C -0.68958 1.71067 2.81292  -0.090
H 4.65113 -2.40338 -0.35064  0.110
N 2.56175 -0.06577 2.58483  0.132
C 4.80769 -3.39519 0.08754  -0.132
O 1.18625 -1.94936 2.46919  0.046
C 0.45038 -5.53662 4.84028  -0.006
C 4.06378 -5.53606 -0.87291  -0.202
C 1.07100 3.29945 2.44001  -0.107
H 3.54278 0.20203 2.56010  0.148
F -2.58570 2.11544 4.19850  0.118
H 4.50381 -6.54002 -0.82609  0.106
N 3.45096 -2.19794 2.52951  0.068
F 1.45846 5.06187 0.88182  0.119
C 3.38447 -3.62627 2.22879  -0.135
H 1.09851 -7.12597 1.82105  0.138
N 3.32952 -5.23087 0.34269  -0.032
H -0.99288 3.84292 2.71087  0.137
H 3.05571 2.49615 2.23351  0.127
C 2.12405 -7.29778 3.68506  -0.101
F 0.75254 5.62637 2.88870  0.121
H 3.41707 -5.49863 -1.76795  0.111
O -1.70464 -4.70803 3.30185  0.078
H 2.39542 -5.61597 0.42062  0.108
C 2.25951 -6.88152 5.05011  -0.300
C 2.30971 -1.44044 2.52410  -0.492
H 4.22656 -4.12102 2.74005  0.131
H 4.35300 -1.73674 2.48480  0.137
C 5.16000 -4.45352 -0.97038  -0.157
H -0.10897 -0.36123 2.80468  0.109
C 0.28563 -5.88589 3.45872  -0.119
H 6.13928 -4.89001 -0.74853  0.105
O 3.89699 -8.29818 4.65958  0.043
N -0.77919 -5.29456 2.69866  -0.311
O -0.74101 -5.40823 1.44776  0.058

Computed properties:
SMILES: O=C(NC[C@H]1CCCN1)Nc1cc(C(F)(F)F)cc(C(F)(F)F)c1.O=[N+]([O-])c1cnc2no[n+]([O-])c2c1
HOMO level: -8.92 eV

[2]
Here is a single C19H17N3O molecule in a non-equilibrium geometry from OMol25. Energies are from ωB97M-V/def2-TZVPD.

Each line ends with the Löwdin charge.
CARTESIAN COORDINATES (ANGSTROEM)
H -0.77924 4.68046 -0.71427  0.093
O -0.82449 -0.40298 -2.98689  0.092
N -0.13118 2.15288 0.06853  0.050
C -0.37457 -1.46420 -0.48705  -0.071
C 3.02776 -2.40262 4.29336  -0.100
C -0.67850 2.26210 -3.61433  0.000
C 2.49752 -1.43011 5.13144  -0.121
C -0.44573 2.67966 -1.23774  -0.088
H 0.42957 -2.79189 1.09687  0.126
H 2.21213 -0.35135 0.54819  0.165
C 1.44485 -0.31535 3.41023  -0.340
C 1.45473 -0.85277 1.20934  -0.173
C 1.94110 -1.21976 2.60083  -0.186
H 2.74080 -1.45069 6.16302  0.088
H -1.24876 5.54983 -2.80130  0.122
C 0.33027 2.99169 1.17976  -0.008
C -0.59053 0.34927 -2.03876  -0.378
H 1.64059 -2.46952 -0.20398  0.118
C -0.54333 1.76190 -2.32148  -0.058
N -0.27420 -0.01286 -0.79717  0.095
H -0.59195 -0.35795 1.91653  0.150
H 0.24043 4.05261 0.86402  0.083
H -1.38011 -1.80722 -0.10062  0.154
H -0.60873 1.46539 -4.37639  0.135
N 0.79285 0.69610 2.70551  -0.001
C -0.91347 3.61600 -3.81911  -0.040
H -1.01536 3.91190 -4.89863  0.125
H -0.29680 -2.04217 -1.37889  0.100
C -0.99176 4.48715 -2.69188  -0.038
H 1.31683 0.23107 5.42481  0.095
C -0.66492 3.98579 -1.47335  -0.050
C 0.81534 -2.02240 0.39977  -0.100
H 1.42086 2.77700 1.50497  0.130
C 1.70940 -0.42672 4.71475  -0.048
H 3.63832 -3.24596 4.78012  0.121
C -0.05109 0.84427 0.19901  -0.080
C 2.73050 -2.26536 2.95963  -0.048
H 3.12031 -2.90838 2.32413  0.063
H -0.19897 2.80533 2.10933  0.083
C 0.26663 0.10694 1.50480  -0.258

Computed properties:
HOMO level: -5.64 eV
Energy above the lowest of the compared OMol25 structures with the same formula, charge and spin: 4.827 eV

[3]
Here is a single C19H17N3O2 molecule from OMol25. Energies are from ωB97M-V/def2-TZVPD.

Each line ends with the Löwdin charge.
CARTESIAN COORDINATES (ANGSTROEM)
H 0.96098 -0.63758 1.21438  0.128
C 2.84251 -0.06964 0.37396  -0.241
C 3.12844 2.43165 0.53221  -0.520
H 3.51269 3.53446 -1.22992  0.088
H 4.80360 0.14174 -0.47761  0.105
C -1.13079 2.72888 -0.63614  -0.076
H -0.09901 0.89913 -0.59939  0.088
C -2.22123 -0.81773 -0.06631  -0.159
C -4.59880 -0.79080 0.33079  -0.069
H 2.23598 1.22405 1.83962  0.157
H -3.36678 -2.55227 0.35881  0.100
H 2.87272 -3.59262 -1.21560  0.112
C -4.64232 0.56334 0.15931  -0.045
H 4.80782 2.43219 -0.78819  0.086
O -1.46914 -3.63769 0.51056  0.079
H -0.24291 -0.94835 -0.55763  0.102
C -2.35659 3.39837 -0.52590  -0.079
C -1.06865 1.36882 -0.50359  -0.026
N 0.66527 -3.05457 0.10217  0.133
H -2.38926 4.47191 -0.63561  0.104
C 1.75378 -2.19582 -0.03501  -0.244
H -5.57375 1.10356 0.24348  0.108
C 1.77171 -0.94019 0.56706  0.016
C 3.72672 2.53952 -0.84714  0.000
H -0.22923 3.29408 -0.82160  0.102
N 2.77243 1.18802 0.97990  0.126
H -5.49852 -1.34482 0.55245  0.105
H -4.44838 3.19053 -0.19074  0.112
C -0.69088 -2.77058 0.18465  -0.511
C 2.86476 -2.60960 -0.77048  -0.026
H 4.81037 -2.09645 -1.47218  0.109
C 3.94681 -1.76430 -0.91646  -0.068
H 0.86558 -4.04477 0.10350  0.154
N -1.00345 -1.49298 -0.18012  0.143
H 3.32611 1.78619 -1.51972  0.077
C -3.46474 1.28558 -0.12313  -0.166
O 2.92195 3.39444 1.23712  0.060
C -3.49596 2.68768 -0.27864  -0.032
C -3.38952 -1.48490 0.21802  -0.006
C 3.94240 -0.49399 -0.36621  -0.037
C -2.22430 0.59974 -0.24079  -0.090

Computed properties:
SMILES: CC(=O)Nc1cccc(NC(=O)Nc2cccc3ccccc23)c1
HOMO level: -7.92 eV
Energy above the lowest of the compared OMol25 structures with the same formula, charge and spin: 0.000 eV

[4]
Here is a molecular structure, C19H17N4O2S2Zn from OMol25. Energies are from ωB97M-V/def2-TZVPD.

Each line ends with the Löwdin charge.
CARTESIAN COORDINATES (ANGSTROEM)
H 0.68437 5.89087 -0.49603  0.134
H -6.62175 -0.05793 0.43586  0.123
H -3.24495 0.74088 0.47867  0.053
H -1.72391 2.34650 -0.48640  0.118
C 0.56813 4.81756 -0.39677  0.031
Zn 0.16581 0.03036 0.07545  0.862
O -1.76544 -0.09680 0.19286  -0.163
N -0.01319 -1.97710 -0.03260  -0.170
C -0.76749 2.84215 -0.38573  -0.064
N 2.33435 0.36310 0.36441  0.047
N 0.27343 2.07052 -0.14482  0.037
C -2.17678 -1.34609 0.10380  -0.386
C -4.08930 -2.92604 -0.01457  -0.026
H 3.81364 -4.82552 -0.14197  0.087
C 1.75269 -5.40248 0.24212  -0.502
O -4.21759 0.71641 0.47291  0.063
C -5.43364 -3.21434 -0.00625  -0.080
H 4.70589 1.66889 0.57482  0.127
H 2.63119 0.01144 1.27169  0.107
H -5.77436 -4.23412 -0.12313  0.104
H 3.16396 5.61119 -0.09702  0.127
S 2.51236 -2.84039 0.01212  0.931
C -3.62560 -1.61164 0.13181  -0.083
C 1.50984 2.63278 -0.01543  -0.156
H 2.72846 -4.64858 -1.54062  0.086
C -6.35292 -2.17653 0.15254  -0.064
C 3.86084 2.31781 0.37455  0.005
C 1.70610 4.01856 -0.13891  -0.134
N -1.36055 -2.35671 -0.01004  0.014
C -4.56324 -0.58081 0.29976  -0.253
H 5.06380 4.10916 0.35104  0.119
H -7.41456 -2.38999 0.15995  0.110
H 2.87169 -0.16390 -0.31959  0.064
H -1.54882 4.81924 -0.71550  0.123
C 3.01225 4.54302 -0.00159  -0.003
C -0.66056 4.23592 -0.51834  -0.008
C -5.92468 -0.87557 0.30479  -0.006
C 4.06398 3.71022 0.24742  -0.040
S 0.13517 -4.61017 0.01073  1.001
H -3.35738 -3.71238 -0.13953  0.107
C 2.61226 1.78528 0.25023  -0.219
C 0.77311 -2.99526 -0.00648  -0.903
C 2.80506 -4.56796 -0.45823  -0.492
H 1.95222 -5.48734 1.30845  0.083
H 1.69242 -6.39975 -0.19144  0.088

Computed properties:
Net charge: +1
HOMO level: -10.31 eV
Energy above the lowest of the compared OMol25 structures with the same formula, charge and spin: 0.000 eV

[5]
Here is a single C19H17N5O7S molecule in a non-equilibrium geometry from OMol25. Energies are from ωB97M-V/def2-TZVPD.

Each line ends with the Löwdin charge.
CARTESIAN COORDINATES (ANGSTROEM)
C -2.70922 0.87575 0.67826  -0.090
H 7.74266 1.79983 -0.82614  0.110
C -5.13960 -2.17562 -2.51993  -0.064
C -3.43960 1.09833 -0.48147  -0.110
H 3.62500 2.63337 -1.74579  0.116
C -2.28880 2.00990 1.56697  -0.443
H -4.57943 0.28864 -2.07943  0.120
C 0.05689 1.26043 1.36448  -0.238
H -5.44515 -3.17734 -2.81559  0.097
H -0.59090 1.40060 -0.67138  0.118
H 2.70925 -0.56852 2.42632  0.119
C 6.68308 1.57916 -0.83660  -0.125
N 4.06465 0.90395 -0.76737  0.130
H -1.96383 -0.61161 2.00980  0.125
C 1.97537 -0.13346 1.76736  -0.053
C 1.06832 0.06221 -0.45702  -0.038
N 6.33544 0.43966 -0.26544  0.132
O 3.03834 -2.86858 0.67544  -0.289
C 5.75748 2.43691 -1.41342  -0.047
C -1.99852 -3.13726 1.75933  -0.054
C -3.82909 -1.25575 -0.77309  -0.184
C 1.97789 -0.47876 0.43029  -0.312
O -2.85392 -2.79793 0.68996  -0.041
H -1.96677 -4.22500 1.77010  0.100
H -6.02573 -1.57742 -2.28885  0.101
N -0.95908 2.07032 1.87020  0.153
H -0.98803 -2.74646 1.60351  0.099
H 1.13845 -0.20833 -1.49753  0.119
O -3.09433 2.73851 2.09551  0.109
H -4.58622 -1.70837 -3.33983  0.100
C 4.43130 2.03598 -1.34073  -0.102
O -2.64031 3.19688 -0.70550  0.092
H 6.05050 3.35955 -1.88411  0.097
H 0.99735 1.02627 3.27909  0.118
O 3.09528 -1.83534 -1.55152  -0.272
H 5.36813 -1.63045 0.64552  0.131
H -0.72609 2.70829 2.62124  0.166
C 0.10845 0.94031 0.00715  0.009
C -4.01508 0.04618 -1.19326  0.085
O -4.43391 2.67450 -1.77786  0.098
N 4.63907 -1.00994 0.32916  -0.013
C 1.01924 0.74742 2.23595  0.001
S 3.15079 -1.69093 -0.13192  0.676
C 5.03719 0.14705 -0.26613  -0.442
C -3.03544 -1.50304 0.38357  -0.174
O -4.32488 -2.35070 -1.38159  -0.049
N -3.52616 2.42360 -1.01598  -0.337
H -2.39108 -2.77768 2.71522  0.100
C -2.51896 -0.43511 1.10303  0.060

Computed properties:
SMILES: COc1cc(C(=O)Nc2ccc(S(=O)(=O)Nc3ncccn3)cc2)c([N+](=O)[O-])cc1OC
HOMO level: -8.79 eV